Entry 1:
Molecular formula: C25H55FN10O11P
Method: DFT, ωB97M-V/def2-TZVPD

Geometry as XYZ:
```
103
Properties=species:S:1:pos:R:3
C -0.299 -3.533 -3.567
C -1.711 -3.656 -3.009
O -2.571 -2.566 -3.326
C -2.051 -1.301 -3.000
C -3.249 -0.362 -2.799
N -3.401 0.033 -1.373
C -4.455 -0.668 -0.652
O -4.339 -1.833 -0.409
N -5.576 0.113 -0.450
C -6.584 -0.532 0.351
O -7.626 -0.879 -0.039
F -6.186 -0.628 1.610
C -2.614 0.924 -0.816
N -1.721 1.610 -1.605
C -0.665 2.205 -0.694
N -0.613 3.616 -0.960
C 0.635 1.493 -1.058
C 1.791 1.512 -0.060
C 2.580 0.215 -0.253
O 1.806 -0.864 0.246
C 2.169 -1.273 1.574
C -1.188 1.780 0.710
P -0.931 2.813 2.190
O -0.862 1.974 3.392
O 0.378 3.655 1.902
O -2.043 3.946 2.187
N -2.585 1.247 0.520
N -2.830 0.213 1.494
H -0.319 -3.092 -4.563
H 0.148 -4.522 -3.640
H 0.338 -2.933 -2.918
H -1.672 -3.804 -1.923
H -2.184 -4.547 -3.419
H -1.386 -0.924 -3.781
H -1.458 -1.359 -2.079
H -3.140 0.535 -3.397
H -4.138 -0.928 -3.061
H -5.347 1.040 -0.097
H -2.220 2.408 -2.010
H -1.412 4.123 -0.594
H 0.229 4.016 -0.569
H 0.356 0.452 -1.233
H 0.960 1.900 -2.018
H 2.450 2.356 -0.271
H 1.454 1.524 0.972
H 2.700 0.033 -1.323
H 3.560 0.262 0.222
H 1.305 -1.767 2.012
H 3.007 -1.966 1.537
H 2.408 -0.413 2.202
H -0.594 0.895 0.970
H 1.072 3.292 2.478
H -2.815 3.635 2.685
H -2.747 -0.713 1.086
H -3.757 0.315 1.887
C -4.566 -6.565 -3.358
O -3.877 -6.934 -2.428
N -5.235 -5.395 -3.382
C -6.031 -4.977 -4.517
C -5.136 -4.535 -2.216
H -4.695 -7.161 -4.277
H -5.650 -4.040 -4.930
H -7.073 -4.834 -4.227
H -5.989 -5.739 -5.293
H -4.095 -4.273 -2.031
H -5.518 -5.047 -1.333
H -5.713 -3.629 -2.387
C 1.745 3.550 -4.697
O 1.875 2.563 -3.992
N 1.890 4.811 -4.256
C 1.685 5.970 -5.103
C 2.260 4.984 -2.865
H 1.473 3.485 -5.763
H 2.597 6.566 -5.165
H 0.884 6.597 -4.707
H 1.412 5.646 -6.104
H 3.223 4.510 -2.669
H 1.515 4.508 -2.229
H 2.322 6.040 -2.616
C 3.479 1.027 5.740
O 3.392 0.452 4.667
N 2.454 1.680 6.310
C 2.583 2.434 7.541
C 1.176 1.610 5.619
H 4.421 1.088 6.310
H 1.918 2.034 8.307
H 2.334 3.483 7.374
H 3.607 2.372 7.902
H 0.831 0.579 5.559
H 1.289 1.975 4.602
H 0.438 2.212 6.141
C 6.083 -3.211 2.738
O 4.994 -3.066 2.213
N 6.677 -2.293 3.520
C 7.983 -2.506 4.107
C 5.966 -1.046 3.769
H 6.686 -4.125 2.605
H 7.925 -2.465 5.197
H 8.687 -1.744 3.767
H 8.362 -3.483 3.816
H 5.015 -1.238 4.254
H 5.764 -0.539 2.825
H 6.576 -0.404 4.400
```

Values from the calculation:
**Orbital gap**: 7.23 eV
**E_LUMO**: -3.28 eV
**Largest force on an atom**: 0.032 hartree/bohr
**Net charge**: +1

Entry 2:
Molecular formula: C25H55N2O13P2
Method: DFT, ωB97M-V/def2-TZVPD

Geometry as XYZ:
```
97
Properties=species:S:1:pos:R:3
C -3.211 -2.752 2.258
C -2.424 -1.431 2.193
C -2.236 -0.916 0.783
O -3.500 -0.694 0.122
C -3.343 -0.946 -1.246
N -4.455 -0.376 -1.999
C -4.618 0.870 -2.428
C -3.714 2.069 -2.224
O -2.876 1.961 -1.122
C -3.554 2.214 0.113
C -3.821 3.694 0.359
N -5.751 1.002 -3.124
C -6.369 -0.234 -3.132
O -7.516 -0.542 -3.732
C -5.584 -1.087 -2.430
O -5.889 -2.385 -2.262
C -6.015 -2.779 -0.882
C -7.411 -2.569 -0.315
C -7.300 -2.569 1.222
O -7.978 -1.332 -0.746
H -3.633 -2.942 3.242
H -2.511 -3.567 2.061
H -3.974 -2.760 1.480
H -2.845 -0.672 2.855
H -1.418 -1.637 2.569
H -1.712 -1.699 0.217
H -1.601 -0.026 0.778
H -3.338 -2.024 -1.429
H -2.420 -0.469 -1.577
H -4.369 2.946 -2.134
H -3.101 2.256 -3.109
H -2.895 1.844 0.897
H -4.488 1.651 0.207
H -4.656 4.048 -0.251
H -2.946 4.310 0.158
H -4.109 3.839 1.401
H -6.101 1.833 -3.575
H -7.874 -1.306 -3.255
H -5.248 -2.345 -0.239
H -5.829 -3.854 -0.854
H -8.099 -3.379 -0.573
H -8.128 -2.039 1.687
H -6.378 -2.075 1.539
H -7.237 -3.595 1.590
H -8.932 -1.418 -0.804
O 0.688 0.800 3.348
P 2.018 1.459 3.435
O 1.726 2.936 4.060
C 0.964 3.040 5.266
C 1.777 2.660 6.490
O 2.274 1.831 1.853
C 1.682 1.038 0.826
C 0.491 1.760 0.232
O 3.586 1.378 3.748
C 4.477 2.457 3.395
C 4.940 3.199 4.629
H 0.064 2.426 5.200
H 0.641 4.078 5.343
H 2.199 1.657 6.389
H 1.153 2.686 7.385
H 2.609 3.348 6.634
H 1.399 0.056 1.205
H 2.442 0.880 0.058
H -0.196 2.102 1.009
H -0.055 1.108 -0.455
H 0.812 2.647 -0.315
H 4.027 3.142 2.683
H 5.330 1.988 2.905
H 4.164 3.872 4.992
H 5.818 3.804 4.397
H 5.183 2.509 5.437
O 4.265 -0.287 -1.795
P 5.179 -1.355 -2.273
O 6.458 -0.575 -2.914
C 7.121 0.425 -2.136
C 8.003 -0.180 -1.059
O 4.405 -1.821 -3.650
C 2.991 -1.679 -3.773
C 2.650 -0.492 -4.651
O 5.853 -2.793 -2.069
C 6.587 -3.434 -3.135
C 8.071 -3.428 -2.846
H 6.392 1.106 -1.693
H 7.728 1.009 -2.828
H 7.434 -0.854 -0.413
H 8.443 0.604 -0.441
H 8.812 -0.763 -1.499
H 2.520 -1.590 -2.794
H 2.617 -2.599 -4.229
H 3.173 0.405 -4.320
H 1.576 -0.294 -4.641
H 2.959 -0.678 -5.680
H 6.384 -2.980 -4.101
H 6.221 -4.460 -3.170
H 8.503 -2.449 -3.049
H 8.581 -4.152 -3.483
H 8.271 -3.667 -1.801
```

Values from the calculation:
**Orbital gap**: 9.43 eV
**E_LUMO**: -2.18 eV
**Largest force on an atom**: 0.127 hartree/bohr
**Net charge**: +1

Entry 3:
Molecular formula: C25H55N3O6S4Si2
Method: DFT, ωB97M-V/def2-TZVPD

Geometry as XYZ:
```
95
Properties=species:S:1:pos:R:3
C 5.554 2.460 0.750
C 5.326 1.133 1.469
C 4.054 1.132 2.329
C 3.009 0.091 1.898
C 3.543 -1.346 2.043
C 2.591 -2.388 2.672
C 1.103 -2.188 2.403
C 0.749 -2.354 0.915
N -0.289 -3.366 0.677
C -0.437 -3.827 -0.734
C 0.183 -2.994 -1.849
C -0.488 -1.653 -2.176
C -0.342 -1.299 -3.654
C 1.101 -0.925 -4.013
C 1.394 0.578 -3.811
C 2.582 0.889 -2.874
C 2.220 1.907 -1.796
C -1.502 -3.077 1.333
S -2.074 -4.010 2.528
S -2.333 -1.606 0.840
C -4.042 -1.895 1.330
C -4.959 -0.946 0.539
C -5.408 0.293 1.353
Si -4.405 1.782 0.926
N -4.630 3.033 2.131
C -3.653 3.590 2.585
O -2.723 4.111 3.030
O -4.938 2.321 -0.550
Si -4.269 3.625 -1.297
O -2.933 3.115 -2.198
N -2.696 1.709 -2.335
O -3.318 1.232 -3.193
H 4.863 2.585 -0.084
H 6.562 2.519 0.342
H 5.404 3.298 1.427
H 5.306 0.313 0.753
H 6.187 0.982 2.120
H 3.573 2.112 2.290
H 4.286 0.939 3.378
H 2.782 0.280 0.846
H 2.133 0.247 2.520
H 3.918 -1.721 1.092
H 4.421 -1.296 2.692
H 2.839 -3.358 2.234
H 2.772 -2.503 3.738
H 0.577 -2.960 2.964
H 0.731 -1.239 2.782
H 1.654 -2.669 0.402
H 0.449 -1.376 0.520
H -1.502 -3.951 -0.938
H -0.007 -4.829 -0.770
H 1.254 -2.878 -1.700
H 0.087 -3.607 -2.750
H -1.535 -1.685 -1.900
H 0.033 -0.860 -1.634
H -0.972 -0.444 -3.897
H -0.681 -2.118 -4.293
H 1.810 -1.490 -3.409
H 1.307 -1.186 -5.050
H 0.513 1.078 -3.406
H 1.602 1.032 -4.778
H 3.406 1.283 -3.468
H 2.943 -0.018 -2.387
H 1.329 1.584 -1.259
H 3.035 2.025 -1.083
H 2.043 2.886 -2.239
H -4.162 -1.742 2.399
H -4.285 -2.936 1.137
H -5.825 -1.481 0.161
H -4.396 -0.603 -0.333
H -5.353 0.104 2.425
H -6.450 0.527 1.132
H -2.973 1.452 0.775
H -3.746 4.594 -0.317
H -5.238 4.279 -2.168
C -5.048 3.594 -5.909
S -5.198 5.341 -5.522
O -5.869 5.425 -4.199
C -6.446 5.711 -6.761
H -4.340 3.162 -5.204
H -6.020 3.114 -5.798
H -4.673 3.478 -6.926
H -7.320 5.083 -6.592
H -6.032 5.538 -7.754
H -6.715 6.759 -6.652
C 5.351 -4.588 7.080
S 3.815 -3.682 6.870
O 3.495 -3.715 5.419
C 4.503 -2.058 7.207
H 5.146 -5.634 6.864
H 6.096 -4.204 6.384
H 5.694 -4.486 8.110
H 5.307 -1.852 6.501
H 4.870 -2.025 8.233
H 3.704 -1.330 7.080
```

Values from the calculation:
**Relative energy (zero: lowest compared OMol25 entry of this formula, charge and spin)**: 0.0 kcal per mole
**Orbital gap**: 7.90 eV
**E_LUMO**: -0.22 eV
**Largest force on an atom**: 0.016 hartree/bohr
**Net charge**: 0

Entry 4:
Molecular formula: C25H55N5O5
Method: DFT, ωB97M-V/def2-TZVPD

Geometry as XYZ:
```
90
Properties=species:S:1:pos:R:3
C 13.827 6.869 15.340
C 13.122 7.423 14.144
C 12.863 8.963 14.224
C 14.089 9.698 14.587
N 15.060 10.185 14.968
H 13.844 5.766 15.241
H 13.250 7.098 16.293
H 14.891 7.104 15.304
H 12.123 6.892 14.009
H 13.732 7.318 13.280
H 12.049 9.201 14.947
H 12.599 9.314 13.225
C 17.697 9.826 12.664
C 18.766 10.507 13.546
C 18.119 11.342 14.695
C 17.439 12.496 14.100
N 17.126 13.523 13.747
H 17.010 10.573 12.349
H 17.086 9.099 13.195
H 18.117 9.401 11.736
H 19.294 11.084 12.857
H 19.398 9.735 13.895
H 18.881 11.762 15.350
H 17.441 10.707 15.289
C 11.365 16.866 9.636
C 11.605 16.775 11.147
C 13.102 16.763 11.497
C 13.725 18.109 11.312
N 14.199 19.142 11.214
H 10.298 16.764 9.328
H 11.905 16.048 9.199
H 11.821 17.806 9.277
H 11.244 15.815 11.491
H 11.070 17.562 11.711
H 13.585 16.094 10.749
H 13.386 16.267 12.407
C 16.752 9.671 7.570
C 15.899 8.774 6.695
C 15.161 7.630 7.434
C 16.152 6.720 7.966
N 17.064 6.143 8.355
H 17.321 10.339 6.974
H 17.512 9.087 8.108
H 16.219 10.277 8.287
H 16.413 8.296 5.857
H 15.153 9.427 6.210
H 14.465 7.122 6.684
H 14.539 8.047 8.294
C 7.661 7.582 5.569
C 8.374 6.298 6.136
C 8.588 6.324 7.616
C 9.281 7.501 8.065
N 9.945 8.374 8.367
H 6.616 7.564 5.876
H 7.761 7.641 4.446
H 8.103 8.554 5.925
H 9.230 6.049 5.517
H 7.631 5.541 5.835
H 9.222 5.487 7.835
H 7.642 6.221 8.151
C 16.680 14.775 10.929
O 16.639 14.522 9.530
H 17.600 14.394 11.341
H 16.524 15.849 11.271
H 15.884 14.087 11.333
H 17.020 15.332 9.158
C 12.193 11.035 7.915
O 11.119 11.131 8.878
H 12.758 11.931 8.121
H 12.830 10.200 8.172
H 11.861 10.871 6.866
H 10.684 10.256 8.844
C 14.000 14.022 15.104
O 14.312 14.599 13.824
H 14.409 14.637 15.892
H 12.903 14.004 15.147
H 14.370 13.010 15.220
H 15.315 14.589 13.676
C 12.415 7.818 10.243
O 13.457 8.765 10.487
H 12.937 6.860 10.335
H 11.574 7.838 10.955
H 12.059 7.920 9.182
H 13.070 9.581 10.799
C 13.758 12.074 11.832
O 12.468 11.331 11.607
H 13.591 13.017 12.313
H 14.324 11.392 12.489
H 14.461 12.127 10.935
H 11.998 11.681 10.854
```

Values from the calculation:
**Orbital gap**: 10.22 eV
**E_LUMO**: 0.28 eV
**SMILES**: CCCC#N.CCCC#N.CCCC#N.CCCC#N.CCCC#N.CO.CO.CO.CO.CO
**Largest force on an atom**: 0.065 hartree/bohr
**Net charge**: 0